ORCA calculation (wB97M-V/def2-TZVPD) on a 10-piece molecular cluster, C69H151N7O13 overall.

```
240
Properties=species:S:1:pos:R:3:forces:R:3
C 5.75352 1.84785 -3.03498 0.165 -2.312 1.639
C 5.18987 0.41818 -3.52727 0.337 0.220 -0.105
C 6.04078 -0.07979 -4.70129 1.361 1.691 1.203
C 5.83550 -1.46646 -5.06562 -0.240 -2.987 -0.973
C 6.28607 -2.37426 -3.90297 0.648 0.919 0.466
C 5.50287 -2.06286 -2.60932 0.165 0.649 -0.230
N 5.41447 -0.56553 -2.41263 0.517 0.547 -0.972
O 4.48744 -0.31250 -1.39407 -0.522 0.728 1.173
C 4.12326 -2.67664 -2.73814 -1.531 -0.358 0.096
C 6.21677 -2.55319 -1.32887 0.199 -1.337 -1.425
C 3.76536 0.68400 -4.08419 -1.237 -0.206 0.922
H 6.86897 1.81030 -2.96962 -0.909 -0.050 0.221
H 5.28563 2.16730 -2.04832 0.691 -0.594 -1.056
H 5.48517 2.59844 -3.71122 -0.246 0.905 -1.217
H 5.85494 0.47954 -5.57700 -0.357 1.261 -0.824
H 7.09811 0.11535 -4.43953 -0.219 -0.261 -0.127
H 6.41139 -1.72788 -6.01091 -0.613 0.274 1.114
H 4.75653 -1.63150 -5.31964 0.798 -0.032 0.198
H 7.39558 -2.22848 -3.76176 -1.004 -0.156 -0.008
H 6.08631 -3.42039 -4.05035 0.171 -0.550 -0.479
H 4.04614 -3.76291 -2.50393 0.507 0.595 -0.110
H 3.46194 -2.17603 -2.00622 0.070 -0.335 -0.450
H 3.67764 -2.56387 -3.75575 0.345 0.122 0.741
H 5.53906 -2.33059 -0.52451 -0.038 -0.165 0.675
H 6.45771 -3.68163 -1.38559 -0.419 1.772 0.163
H 7.12666 -1.95933 -1.24894 0.098 -0.225 0.267
H 3.03836 0.97974 -3.28814 0.591 -0.250 -0.489
H 3.20809 -0.07355 -4.72120 1.179 0.564 0.793
H 3.88948 1.59593 -4.65470 -0.175 0.071 -0.497
H 4.91151 0.26056 -0.71373 -0.117 -0.666 -0.827
C -3.06842 -1.81753 5.04703 -0.656 0.020 -1.166
C -4.42411 -1.48555 4.30461 -0.673 0.038 0.421
C -5.46470 -2.63990 4.48211 2.274 -0.160 -1.552
C -6.85700 -2.24205 4.15393 -1.186 -0.334 1.914
C -7.27423 -1.05277 5.04884 -0.997 0.746 0.242
C -6.36126 0.18836 4.88185 0.401 -1.106 -2.198
N -5.01935 -0.32484 5.08259 0.858 -1.843 0.197
O -4.06318 0.66516 5.12429 0.426 1.550 -1.396
C -6.63972 0.82482 3.47189 -0.501 0.024 1.440
C -6.64337 1.25344 5.86200 -2.233 -0.847 1.016
C -4.14808 -1.19971 2.78647 -0.013 0.723 0.070
H -2.28453 -1.17587 4.60855 -0.148 -0.409 0.412
H -2.79459 -2.87766 4.94613 -0.089 0.252 -0.355
H -3.16223 -1.63753 6.10840 -0.093 0.300 0.200
H -5.10007 -3.53663 3.88002 -0.516 1.009 0.747
H -5.42591 -2.86704 5.51580 0.089 -0.613 1.149
H -7.49534 -3.13512 4.33744 0.073 0.689 -0.015
H -6.99563 -1.99422 3.15095 -0.105 0.381 -1.842
H -7.26390 -1.34747 6.11701 0.078 0.053 -0.465
H -8.31312 -0.66226 4.84296 0.793 -0.734 0.042
H -6.81519 0.01498 2.79097 0.134 -0.028 -0.805
H -7.64554 1.30434 3.67176 1.348 0.121 -0.947
H -5.79176 1.49316 3.17231 -1.124 -0.282 0.020
H -7.69450 1.55751 5.69452 0.482 0.129 0.220
H -6.61283 0.81654 6.84237 0.209 0.014 0.781
H -6.01614 2.08799 5.81235 0.988 1.196 -0.219
H -3.41141 -1.95314 2.39975 -1.317 0.143 -0.023
H -3.53513 -0.29037 2.64946 -0.247 0.058 0.354
H -5.10447 -0.97362 2.19220 1.553 -1.049 0.618
H -4.00164 1.00929 4.19100 0.118 -0.220 0.926
C -5.21540 0.89380 -4.57143 -1.086 -0.807 -0.719
C -5.80364 0.77694 -3.15271 0.845 0.113 0.735
C -5.55299 2.15075 -2.47507 -0.205 -1.751 2.234
C -6.40407 2.41459 -1.17227 0.704 -0.334 0.297
C -7.90663 2.18157 -1.52642 -0.257 0.640 -0.436
C -8.14753 0.76535 -2.16495 0.087 -0.679 2.671
N -7.24531 0.58916 -3.28007 0.019 -0.073 -0.551
O -7.45235 -0.71763 -3.84030 -0.105 0.393 -0.098
C -7.86967 -0.24182 -0.94064 -0.019 0.688 -1.533
C -9.61591 0.52217 -2.58878 -0.185 0.356 0.482
C -4.98066 -0.35911 -2.41201 -1.628 0.374 -0.105
H -5.05777 -0.10256 -5.07665 -0.115 1.050 0.521
H -4.33093 1.48130 -4.58522 1.332 0.050 0.332
H -5.85634 1.53006 -5.19043 -0.418 -0.401 -0.019
H -4.47054 2.24677 -2.39047 -0.027 0.077 0.493
H -5.86665 2.89283 -3.11041 -0.731 1.811 -1.925
H -6.27043 3.43651 -0.79393 -0.094 0.187 -0.712
H -6.01712 1.89930 -0.23209 -0.734 -0.246 -1.376
H -8.26903 2.94674 -2.28062 0.683 -0.587 0.695
H -8.52378 2.39209 -0.60553 0.401 -0.732 -0.932
H -7.91339 -1.25386 -1.33553 -0.064 -0.183 0.224
H -6.87746 -0.05624 -0.51816 -0.395 -0.102 0.066
H -8.65786 -0.05385 -0.21521 0.092 -0.234 0.211
H -9.86065 -0.52876 -2.81883 0.396 0.315 0.483
H -10.24597 0.88728 -1.74442 0.245 -0.417 -0.605
H -9.93122 1.05552 -3.48386 0.293 0.422 -0.054
H -4.02268 -0.32211 -2.85145 1.488 0.289 -0.038
H -5.32026 -1.35901 -2.71442 -0.398 0.279 0.418
H -4.93818 -0.23017 -1.31342 0.021 -0.195 -0.641
H -7.63179 -0.47104 -4.75396 -0.113 -0.370 -0.073
C -1.54337 -5.41109 1.71009 1.067 -2.040 1.400
C -0.44409 -5.18961 0.68192 -0.896 -1.347 -1.200
C -0.01537 -3.76765 0.68820 -0.484 1.784 1.387
C 1.19512 -3.42212 -0.09874 1.080 -2.046 -0.648
C 2.32166 -4.34263 0.44720 -0.017 1.027 0.523
C 2.04512 -5.83926 0.43197 -1.005 -0.220 -0.570
N 0.68944 -6.02684 1.05350 1.112 -1.110 0.382
O 0.35477 -7.41606 0.86555 -0.356 0.119 -0.510
C 2.12716 -6.37391 -1.01787 1.321 0.055 0.669
C 3.07337 -6.50976 1.33512 -0.059 0.565 0.245
C -1.12652 -5.49191 -0.70296 -0.703 -2.277 1.366
H -1.95001 -6.49160 1.63325 0.853 1.620 0.298
H -2.38876 -4.78771 1.50256 -0.340 0.723 0.269
H -1.01286 -5.24363 2.71751 -1.398 -0.205 -1.144
H -0.87753 -3.25990 0.27978 -0.343 0.662 0.103
H 0.17446 -3.35548 1.73507 -0.500 -0.714 -0.943
H 1.43997 -2.38439 0.00616 0.268 0.597 0.000
H 1.07350 -3.63161 -1.17617 -0.080 0.236 0.269
H 2.39776 -4.13201 1.53939 0.442 0.305 -0.657
H 3.25837 -4.12501 -0.09326 -0.087 -0.164 0.484
H 3.18747 -6.48445 -1.33088 -0.440 0.508 0.160
H 1.73541 -7.35463 -1.17801 -0.651 -0.578 0.264
H 1.62412 -5.67429 -1.64259 -0.291 0.402 -0.839
H 3.02801 -7.57712 1.34363 -0.074 -0.796 -0.337
H 4.06093 -6.19261 1.02592 0.353 -0.082 -0.178
H 2.96433 -6.20420 2.37476 -0.210 0.258 0.049
H -0.61930 -5.08708 -1.52000 0.771 0.897 -1.343
H -2.17680 -5.13809 -0.66843 0.648 -0.043 -0.172
H -1.16496 -6.61496 -0.88422 0.006 1.325 0.372
H 0.51746 -7.91662 1.67345 0.078 0.664 0.271
C 4.24301 0.09878 6.78794 -0.673 0.907 -0.534
C 4.02976 -0.95690 5.74956 -0.583 -0.931 -0.884
C 2.58913 -1.44276 5.76238 -0.820 -0.807 -0.851
C 2.18370 -2.39392 4.53987 -0.018 0.645 1.854
C 2.45969 -1.64000 3.27097 -0.072 0.635 -0.270
C 3.90676 -1.19455 3.17360 0.045 -0.463 -0.134
N 4.14130 -0.34436 4.39780 0.157 -0.416 -0.961
O 5.43423 0.21361 4.26930 0.621 -0.449 0.370
C 4.86888 -2.38366 2.97475 -1.116 -0.552 0.920
C 4.00339 -0.31684 1.90702 -0.202 -0.328 -0.631
C 5.01226 -2.09449 6.14932 0.964 0.118 -0.604
H 5.25499 0.45007 6.72513 0.506 0.347 0.255
H 4.05319 -0.33834 7.73946 -0.066 -0.216 0.899
H 3.56093 0.93386 6.63008 0.134 0.058 0.043
H 2.40716 -1.90769 6.72577 -0.237 -0.243 0.131
H 1.95187 -0.55809 5.67427 -0.010 -0.004 0.147
H 1.13506 -2.67317 4.62494 -0.288 0.399 0.051
H 2.65540 -3.36245 4.67236 0.637 -0.099 -0.422
H 1.90721 -0.68897 3.26547 -0.300 -0.242 0.258
H 2.16376 -2.12892 2.34491 0.064 -0.406 0.049
H 4.70580 -3.29654 3.59331 -0.397 0.696 -0.468
H 4.84566 -2.65615 1.93520 0.062 -0.276 -0.436
H 5.83885 -2.08118 3.23141 1.678 0.521 0.044
H 3.33657 0.53499 2.02347 0.010 0.210 0.051
H 5.01744 0.04944 1.66122 -0.338 -0.260 0.324
H 3.61247 -0.90200 1.01174 0.501 0.554 1.093
H 6.09645 -1.88568 5.89133 -1.039 -0.121 0.304
H 4.78304 -3.06516 5.72692 -0.133 -0.087 -0.186
H 4.97412 -2.19536 7.23804 0.053 0.027 -0.198
H 5.91391 -0.48143 4.73909 1.118 0.440 -0.278
C 1.75621 2.06783 0.06372 0.015 0.167 -0.575
C 0.46580 1.45242 -0.44300 0.845 -0.305 -0.906
C -0.62863 2.49030 -0.71528 1.139 -0.422 1.856
C -1.81745 1.85039 -1.30506 -1.587 0.610 -0.565
C -1.49408 1.40639 -2.72505 -0.305 2.070 1.903
C -0.37699 0.43780 -2.66268 1.384 -0.220 -0.024
N 0.75438 0.88706 -1.82430 0.482 0.155 1.660
O 1.57652 -0.30223 -1.73600 0.795 0.204 0.528
C -0.90476 -0.97269 -2.27412 0.135 0.843 -0.589
C 0.30209 0.50897 -4.01083 -1.379 -0.342 -2.626
C 0.13108 0.46312 0.66291 -0.529 -1.812 -2.124
H 1.49616 2.41817 1.05258 0.425 0.562 0.396
H 2.10624 2.87473 -0.59549 -0.007 -0.178 0.311
H 2.50308 1.26854 0.18286 -0.064 0.411 -0.211
H -0.92119 3.02620 0.19450 0.181 -0.332 0.356
H -0.22182 3.28439 -1.30411 0.291 -0.095 -0.729
H -2.56063 2.65656 -1.31171 -0.428 -0.416 -0.162
H -2.18712 1.04629 -0.67966 -0.177 -0.146 0.164
H -1.28662 2.38584 -3.16700 0.646 -0.336 -0.675
H -2.32754 1.02447 -3.25665 -0.803 -0.673 -0.445
H -1.46508 -1.22529 -3.13959 -0.814 -0.724 -0.807
H -0.04171 -1.59905 -2.24995 0.309 -0.735 0.320
H -1.56210 -1.12406 -1.40064 0.491 0.560 -0.234
H 1.01999 -0.27004 -4.24141 0.145 -0.021 0.190
H -0.45917 0.51308 -4.82015 -0.066 -0.849 0.252
H 0.68258 1.50197 -4.26993 0.581 -0.071 0.938
H 0.10049 1.02353 1.56980 -0.594 -0.111 0.875
H 0.94192 -0.28688 0.70484 -0.195 0.427 0.195
H -0.75372 -0.13931 0.33500 0.300 0.633 1.084
H 2.54893 -0.09873 -1.81339 -1.250 0.402 0.126
C 1.02989 7.25218 -3.41042 0.343 -0.270 -0.632
C 0.93746 5.91729 -2.64283 -0.074 -0.262 1.086
C 0.97281 4.67357 -3.52959 -0.084 0.973 -0.233
C 2.31199 4.41958 -4.08573 1.925 1.528 -0.206
C 3.36840 4.21817 -3.03953 0.531 -0.918 0.569
C 3.38805 5.39086 -2.06491 0.220 1.676 -1.108
N 2.00685 5.68450 -1.68034 -0.104 -1.103 0.776
O 1.93307 6.69205 -0.70287 0.782 0.511 0.811
C 4.23376 5.03155 -0.84499 0.362 -0.940 -1.848
C 4.09371 6.58848 -2.79069 1.036 0.375 -0.273
C -0.38379 5.87438 -1.82255 -0.057 -1.071 -1.489
H 2.06284 7.48158 -3.75911 -1.011 -0.318 -0.069
H 0.74686 8.05482 -2.75326 -0.090 0.403 0.397
H 0.30197 7.26859 -4.25009 0.562 -0.085 0.346
H 0.68927 3.80452 -2.97663 -0.589 -0.524 0.358
H 0.33673 4.87711 -4.36321 -0.997 -0.233 -0.487
H 2.65539 5.26880 -4.68830 -0.268 0.213 -0.045
H 2.37717 3.63271 -4.76590 -0.410 -1.686 -1.110
H 4.38730 4.08611 -3.51722 -1.193 0.388 0.654
H 3.15415 3.28447 -2.46620 0.149 0.465 -0.347
H 4.61772 5.89142 -0.35158 0.122 0.694 0.666
H 3.65265 4.37337 -0.22000 0.083 -0.354 0.510
H 5.09335 4.50156 -1.33900 -0.499 0.226 1.008
H 4.21184 6.45684 -3.88914 -0.626 0.098 0.566
H 3.67862 7.60288 -2.58512 0.270 -0.933 0.063
H 5.15241 6.59064 -2.47918 -0.295 0.200 0.141
H -0.51279 6.59825 -1.03797 0.304 0.240 0.230
H -0.55571 4.83500 -1.47680 0.146 1.158 0.108
H -1.14512 6.04147 -2.57875 -0.518 0.172 -0.015
H 2.10555 6.24438 0.14794 -0.264 0.198 -0.591
C -0.49669 1.78399 4.63523 1.763 -0.997 -0.878
C -1.20755 2.83128 3.83045 -0.737 0.497 0.182
O -2.64480 2.70648 3.97240 0.591 -0.071 -0.111
O 0.86991 1.68771 4.08947 -0.489 0.148 0.899
H -0.97772 0.77367 4.47237 0.387 1.050 0.281
H -0.47118 2.03266 5.68891 -0.071 -0.114 0.324
H -0.89388 2.69343 2.79234 -0.482 -0.030 -0.061
H -0.90358 3.85999 4.11393 -0.081 -0.511 0.020
H -2.83824 2.22751 4.79646 0.296 0.442 -0.169
H 1.61128 2.02154 4.66847 -1.009 -0.268 -0.629
C -2.54139 -3.46546 -5.85357 1.245 0.611 -0.561
C -2.73237 -2.54379 -7.08115 -0.906 -1.195 -1.381
O -3.97691 -2.88449 -7.73896 -0.359 -1.765 1.440
O -2.79323 -4.83335 -6.15701 -0.886 -0.262 0.372
H -3.23308 -3.23995 -5.03800 -0.051 0.088 -0.258
H -1.51796 -3.30156 -5.47242 -0.255 -0.198 -0.017
H -1.95295 -2.70018 -7.85935 0.026 -0.107 0.713
H -2.80878 -1.47514 -6.94846 0.346 0.292 0.891
H -4.25439 -3.74971 -7.29048 0.424 1.624 -1.179
H -2.25933 -5.33239 -6.78735 0.417 0.952 0.030
C 4.26239 3.44084 4.44290 1.633 -1.277 0.012
C 4.19557 3.93936 3.00017 -1.608 0.627 -0.846
O 5.45664 4.45348 2.54848 -0.564 -0.093 1.434
O 3.46605 2.29561 4.66929 -0.548 -0.108 -0.234
H 4.01762 4.14702 5.24786 -0.074 0.149 -0.646
H 5.31378 3.12251 4.59546 -0.227 0.406 0.054
H 3.34393 4.68499 2.95024 1.035 -0.146 -0.126
H 3.83328 3.15652 2.28633 0.459 0.030 0.862
H 5.45451 4.46397 1.60297 -0.082 0.053 -0.841
H 3.83332 1.47191 4.25842 -0.404 0.727 0.484
```
Positions in Å, forces in eV/Å.

Energy relative to the best compared isomer or geometry (same formula, charge and spin) in kJ/mol: 329.7
E_HOMO in eV: -8.22
Total charge: 0
E in Eh: -4080.54970
HOMO-LUMO gap in Eh: 0.3185
Structure (SMILES): CC1(C)CCCC(C)(C)N1O.CC1(C)CCCC(C)(C)N1O.CC1(C)CCCC(C)(C)N1O.CC1(C)CCCC(C)(C)N1O.CC1(C)CCCC(C)(C)N1O.CC1(C)CCCC(C)(C)N1O.CC1(C)CCCC(C)(C)N1O.OCCO.OCCO.OCCO